1.
The following is a quantum chemistry calculation of a structure of composition C41H57BCl2F4FeN2O3P2S2Si, from OMol25.

M = 993.64 g mol⁻¹
E_LUMO (alpha / beta) = -2.5 / -0.1 eV
2S+1 = 5
Kohn-Sham gap (alpha / beta) = 5.58 / 7.92 eV
Strongest force on any atom = 0.011 Eh/bohr
E_HOMO (alpha / beta) = -8.037 / -8.042 eV

```
116
Properties=species:S:1:pos:R:3:mulliken_charge:R:1
H -3.26715 -3.12864 -2.50371 0.464
O 3.23788 1.34912 2.78995 0.455
F 0.17718 1.60811 -0.38630 0.676
H -7.60851 2.15617 3.26638 0.375
C 5.53086 -1.19892 2.54326 -1.407
H 3.36712 -3.50065 3.93364 0.320
H 1.09872 -1.14365 4.24369 0.223
H 0.11142 2.21324 2.95000 0.153
N 2.73210 -3.12927 -2.76093 -0.043
H -3.82552 -5.38340 -1.79628 0.437
C 3.92538 -2.79666 -3.52801 -0.265
Cl 1.55710 -0.17935 -2.60061 -0.387
H 1.80632 -3.16798 -3.15973 0.297
H 5.12865 -3.58939 3.81353 0.422
H 2.28385 0.19184 -5.15071 0.342
H -5.48872 3.39105 -0.22845 0.389
H -2.80739 3.62302 -2.27006 0.434
C 4.29566 -1.66013 3.30958 1.666
H 3.72863 2.96966 0.55016 0.186
C -2.62869 -5.31166 -0.01617 -0.643
H -2.89813 -6.30807 0.30535 0.397
H 5.17812 2.16440 1.18889 0.248
H 4.17457 0.01056 4.67879 0.081
H -2.09881 0.29120 2.86122 0.664
C -1.77844 -4.53298 0.75403 -0.965
C -1.91279 -2.74050 -0.86820 1.076
C -2.79895 -3.51858 -1.61129 -0.966
C 3.73131 2.70721 2.70570 2.023
H 3.45724 -1.48524 5.29164 0.340
C 0.21413 1.34000 3.59068 -1.642
P -1.52292 -0.97915 -1.18121 1.236
H 5.83122 -2.85732 -2.41992 0.343
H -0.74863 -2.67879 0.93906 -0.614
H 6.43652 -1.47964 3.07925 0.591
C 2.87490 -2.83790 -1.46936 -0.074
H -3.87258 4.39807 -4.36108 0.462
H 0.21009 -2.07564 3.04331 0.142
H 4.30922 -3.67558 -4.04706 0.363
H -7.29792 3.72759 1.37598 0.405
Cl 1.21031 -1.83243 -5.84423 -0.070
H 4.95233 3.89871 1.42012 0.584
H 1.76550 0.19430 -6.97628 0.382
H -1.56252 -0.87679 1.65177 -0.083
H -6.65153 1.14959 -4.13779 0.436
C 0.18503 -1.17243 3.65431 -1.431
H -3.34472 -0.75513 0.37454 0.999
C -6.80477 2.00748 2.55886 -0.532
H -2.19482 -2.46638 -3.81784 0.349
F -0.58066 3.53728 -1.36133 -0.193
H 3.69435 -2.02816 -4.26190 0.038
H -2.30310 -1.62517 -6.09824 0.423
C 1.93997 -0.30336 -6.04141 -0.596
C -5.93632 0.93853 2.70065 -0.781
C -4.13028 1.95937 -2.02275 0.360
O 1.02262 0.00770 1.70028 2.198
C 4.43473 2.94148 1.37731 -1.737
H 4.21459 2.58179 4.80251 0.335
H -4.24567 -0.09492 1.94088 0.198
C -1.33595 0.08746 2.10760 -0.986
C 4.70652 2.83867 3.86541 -1.860
Fe 1.01163 -0.29597 -0.42251 0.263
C -4.72633 1.61505 0.71283 0.531
C -4.25181 3.51951 -3.85856 -0.604
C -3.14434 -0.31762 -0.60039 -1.993
H 5.12874 -1.23200 -2.54777 0.232
N 4.14377 -2.51030 -1.20529 0.038
C -5.80821 1.69119 -3.73210 -0.870
F -0.35581 3.39890 0.91646 -0.340
C -3.65543 3.08633 -2.68098 -0.377
C -1.63923 0.34910 -5.58279 -0.856
H 1.81213 3.49878 2.09234 0.267
C -6.63022 2.88633 1.49932 -0.641
H -3.87017 -0.74050 -1.30860 0.842
H -1.37806 -4.91519 1.68312 0.474
H 5.21158 -1.31086 5.22956 0.515
Si 2.70033 0.13635 1.87511 -0.297
C -1.23055 1.18457 -4.55449 -0.739
S 1.62867 -2.88010 -0.30746 -0.093
H 1.17854 1.36460 4.08828 0.256
O 3.11774 -1.25234 2.61359 0.178
H -1.37567 0.87687 1.35731 -0.494
H 5.07301 3.86115 3.93892 0.492
C -1.58387 -0.58307 -2.95506 1.565
C -5.32219 2.81885 -4.38762 -0.486
C -4.90678 0.74867 1.78878 -0.453
H 4.13115 -3.57695 2.34607 0.290
C 4.23045 -3.17890 3.35458 -1.749
H -0.87413 1.39604 -2.46963 -0.159
B 0.18534 3.08405 -0.31053 -0.174
C 4.28297 -1.07111 4.71365 -1.568
H -0.66622 -1.23006 4.33339 0.447
C 2.56496 3.66899 2.85769 -1.623
C 0.01769 0.06581 2.79231 1.135
H -1.66518 0.71259 -6.60057 0.459
H 5.53509 -0.11668 2.41944 0.109
C -1.20222 0.72473 -3.24929 -0.545
C -5.21983 1.27151 -2.55367 -0.321
C -3.14142 -4.79729 -1.19785 -0.992
H -5.78287 3.14832 -5.30894 0.390
H -0.56349 1.37306 4.35521 0.545
H -5.62559 0.41289 -2.03022 0.425
C -5.60368 2.69269 0.59185 -0.716
C -1.96615 -1.42659 -3.99456 -0.658
S 3.21370 0.32606 -0.14654 -1.071
C 4.89950 -2.29262 -2.43280 -0.559
C -1.42331 -3.26461 0.32537 0.454
C -2.00072 -0.95931 -5.30126 -1.047
P -3.30085 1.51592 -0.45815 1.228
H -0.92903 2.20229 -4.75751 0.525
H -6.05488 0.24518 3.52192 0.408
H 4.30364 -1.96596 -0.36676 -0.081
H 5.56482 -1.66314 1.55640 0.264
H 2.10634 3.57555 3.84034 0.340
H 5.56133 2.17718 3.72802 0.322
H 2.92421 4.69136 2.74568 0.513
F 1.49230 3.49099 -0.40309 -0.241
```

---

2.
The following is a quantum chemistry calculation of a cluster of 5 separate species, C23H52BN5O10S in total, from OMol25.

M = 601.57 g mol⁻¹
SMILES = COCCC[C@@]1(B(O)O)CC[C@H](CCCN)OS1(=O)=O.CN(C)C=O.CN(C)C=O.CN(C)C=O.CN(C)C=O
E_LUMO = 0.4 eV
Kohn-Sham gap = 9.38 eV
Strongest force on any atom = 0.017 Eh/bohr
E_HOMO = -9.021 eV

```
92
Properties=species:S:1:pos:R:3:mulliken_charge:R:1
H 0.35147 -6.94330 0.74075 0.386
H 0.94836 2.61473 0.90116 -0.004
H -4.66504 -1.67026 -1.13726 0.420
C 2.99613 -7.34374 2.78455 -0.843
H 5.48382 -6.87578 2.87204 0.380
H 5.52639 -5.93508 1.36429 0.297
H -0.93179 -6.71760 1.94547 0.285
H -1.46572 5.29750 6.32952 0.364
H -1.14163 2.23535 1.53152 -0.307
H -1.93813 -1.76602 -0.82993 0.043
H -1.79265 0.62282 1.31828 0.854
H 2.47067 -0.67535 1.76429 0.279
H -1.02128 5.32490 4.61384 0.328
H -0.05563 0.82874 -0.34491 -0.729
O -0.59072 1.60476 4.47305 -0.655
O -1.44368 3.13473 -3.76657 -0.461
N 2.55475 2.79150 -6.21518 0.207
C 1.55083 2.88465 0.03868 -0.284
H 1.92220 -7.29437 2.61623 0.216
H -1.98034 2.66147 -4.40211 0.287
S -1.84890 3.97389 -0.70494 1.289
N -1.58644 3.45378 5.33691 0.117
C 5.07305 -6.01372 2.35251 -0.964
H -4.31916 0.54070 1.30307 0.542
H -3.61025 0.91737 -1.63539 0.180
H -1.61380 0.79385 -1.08291 -0.448
H -0.00062 -5.36447 -1.27247 0.397
H 2.98050 4.68671 -6.97198 0.323
O 3.42565 -4.18535 1.14684 -0.640
O 2.94219 1.00357 0.72360 -0.436
H -3.32162 2.74240 1.57039 0.369
H -5.23895 0.44767 -1.26211 0.531
H -1.16972 -4.68136 2.64050 0.290
C -3.09410 2.18474 0.65902 0.076
N -0.59296 -5.07007 0.71295 0.178
C -4.21644 0.42009 -0.88269 -0.407
O -0.34267 1.08812 -3.18096 -0.783
H -3.03808 1.97461 5.66102 0.276
H 1.85110 -5.38995 1.58306 -0.199
H -3.04627 3.32694 6.81513 0.395
H 1.27962 3.24594 -2.07778 0.251
H -1.05558 0.47553 -3.38841 0.216
H 0.66013 -3.90489 -0.49874 0.270
C 2.45876 1.72875 -0.38735 -1.015
C -1.69403 1.60051 0.84420 -0.506
H 1.03699 2.58227 -4.80539 0.204
H 4.05673 2.92204 -7.60126 0.253
H 1.27431 4.41196 -6.57979 0.298
C 2.93531 -5.18939 1.61872 0.704
H 1.64328 -0.55570 0.21597 -0.045
C 1.75545 1.96056 -5.32825 -0.857
C 0.71932 3.36521 -1.14594 -1.305
C -2.41344 2.66325 6.23114 -0.949
O 3.75575 1.01618 -6.96000 -0.584
H -2.72343 5.19751 5.08072 0.340
B -0.88857 2.32387 -2.81994 0.669
H -1.34786 -6.96832 0.24182 0.372
C -0.21794 -4.54543 -0.59217 -0.779
C -0.95859 1.41448 -0.47546 0.308
C -0.72718 2.81156 4.52184 0.244
H 2.39606 1.45339 -4.60656 0.305
H -3.72748 -1.34162 0.28204 0.244
C 3.50786 2.20602 -6.96459 0.093
H -5.14508 1.80991 0.45040 0.454
C -1.70674 4.89747 5.34227 -0.983
O -3.16996 3.13964 -0.44208 -0.483
H -0.14518 3.49697 3.88167 0.251
C 2.58887 -0.36461 0.72760 -0.347
C -0.90511 -4.19105 1.68747 0.055
H 1.93252 1.06664 -1.08258 0.520
O -2.16854 4.91689 -1.72569 -0.743
H -1.78936 2.07254 6.90232 0.287
H 3.17653 -7.41130 3.85936 0.351
N -2.60805 -1.44143 -1.52247 -0.444
H 3.30672 2.14219 -0.94286 0.368
H 0.56231 4.43946 -1.05065 0.419
H 2.45373 4.66632 -5.28074 0.286
H 3.38449 -8.24637 2.30771 0.327
C 2.30104 4.21623 -6.26401 -0.865
H -1.04220 -3.94908 -0.98447 0.113
O -1.36508 4.50662 0.53862 -0.637
H -2.82409 -2.28055 -2.04754 0.348
O -0.91076 -2.98315 1.55775 -0.528
C -4.23414 1.20720 0.44496 -1.380
C -0.70395 2.71927 -1.28848 1.996
C -3.83649 -1.06499 -0.76864 -0.739
H 5.31451 -5.10662 2.90656 0.295
N 3.63161 -6.16503 2.23617 0.079
H 3.36273 -0.99164 0.27804 0.295
H 2.21084 3.69769 0.34444 0.544
C -0.63176 -6.50200 0.92140 -1.029
H 1.22462 1.19996 -5.90067 0.311
```

---

3.
The following is a quantum chemistry calculation of a structure of composition C4H2IO2 at a distorted geometry, from OMol25.

Net charge = -1
M = 208.96 g mol⁻¹
E_LUMO (alpha / beta) = 2.8 / 2.9 eV
Kohn-Sham gap (alpha / beta) = 7.62 / 6.91 eV
Strongest force on any atom = 0.037 Eh/bohr
E_HOMO (alpha / beta) = -4.814 / -4.023 eV
Relative energy (zero: lowest compared OMol25 entry of this formula, charge and spin) = 85.5 kcal/mol

```
9
Properties=species:S:1:pos:R:3:nbo_charge:R:1
I 2.08599 -1.24164 -0.42705 0.146
O 1.44149 1.80904 0.43020 -0.717
C 0.43351 -0.03583 -0.32097 -0.289
C -1.13926 -1.22563 1.33036 -0.242
O -0.51122 2.06669 -0.73651 -0.704
C -0.44354 -0.67827 0.49943 -0.097
H -1.86671 -1.72704 1.84785 0.207
H -0.43484 -0.45283 -2.39817 -0.015
C 0.43459 1.48551 -0.22514 0.710
```